The following is a quantum chemistry calculation of a cluster of 2 separate species, C4H10NO3 in total at a distorted geometry, from the OMol25 dataset.

Computed properties:
Kohn-Sham gap in eV: 7.307
E_LUMO in eV: 3.6
HOMO level in eV: -3.69
E_tot in eV: -11942.83460
Energy relative to the best compared isomer or geometry (same formula, charge and spin) in eV: 2.562
Total charge: -1

```
18
Properties=species:S:1:pos:R:3:forces:R:3
H 1.07103 1.27681 -1.47559 -0.0778 -0.0536 -0.1062
O 2.59109 0.29156 -0.50777 0.0952 -0.3413 -0.2988
H -1.28423 -1.63151 1.41965 0.1774 -0.3744 -0.3032
C -1.04295 -0.65133 -0.58801 -0.5850 -0.1803 1.1525
C 1.35405 0.27599 -1.06041 -0.4379 0.3495 0.2117
N -1.81952 0.29707 -1.36343 -0.1841 0.1316 -0.2023
H 0.12099 0.77254 0.63196 -0.4819 0.0949 0.0157
H 2.63882 0.76787 0.81940 -0.1477 0.3126 0.3428
H 2.78376 2.16864 1.50710 0.0255 0.0921 0.1012
H 0.74258 -0.82672 0.63333 -0.1969 -0.1608 -0.1627
H 1.22046 -0.41969 -1.91989 0.2265 -0.1293 0.0487
H -2.71310 0.43202 -0.89654 -0.0206 -0.1018 -0.1052
O -3.01080 -0.86474 0.81688 -0.1442 -0.0755 -0.2091
H -0.86720 -1.59306 -1.13222 0.3622 0.2043 -0.3129
C -1.84932 -1.13030 0.61161 -0.0538 0.7354 0.4038
O 2.62272 1.26297 1.78262 0.0543 -0.2162 -0.3120
C 0.24729 -0.09394 -0.01840 1.2599 -0.2361 -0.1695
H -1.35525 1.19649 -1.34792 0.1289 -0.0509 -0.0945
```
Forces are in eV/Å.

Here are the Mulliken charges for atoms 1 to 6, given in e: H 0.144; O -0.849; H 0.349; C 0.482; C -0.387; N -0.664